ORCA calculation (wB97M-V/def2-TZVPD) on a molecular structure, C62H42AsN4OsS.

XYZ file:
```
111
Properties=species:S:1:pos:R:3:lowdin_charge:R:1
Os 0.030 -0.401 0.937 1.181
As 2.054 -1.884 0.853 1.255
S -0.768 -2.218 2.139 0.648
N 0.946 1.418 0.879 -0.053
N 0.859 -0.031 -1.759 0.029
N -1.580 0.696 1.489 -0.097
N -1.434 0.605 -1.365 0.018
C 4.222 -0.117 1.319 -0.121
C 1.946 -3.574 -0.058 -0.352
C 1.975 0.727 -1.962 -0.140
C -6.722 -1.635 -0.780 -0.064
C -2.170 -3.092 -1.138 -0.045
C 1.527 -2.915 5.404 -0.063
C -1.166 -2.791 -2.076 -0.179
C 3.697 2.467 -1.536 -0.203
C -4.976 -0.145 -0.033 -0.178
C 0.158 1.750 6.856 -0.067
C -2.658 -5.146 -2.291 -0.066
C -1.370 1.206 2.734 -0.258
C 2.044 2.834 2.314 0.014
C 1.864 -1.006 -3.492 -0.002
C 0.290 3.104 7.132 -0.075
C 6.141 -1.546 -0.086 -0.068
C 3.872 -1.290 0.653 -0.360
C 3.038 -2.526 3.573 -0.072
C 1.955 -2.353 2.725 -0.408
C 2.586 0.138 -3.083 0.016
C -0.405 -0.372 -1.055 -0.368
C 5.952 3.859 -2.397 -0.074
C 1.686 -5.982 -1.413 -0.066
C 4.741 4.520 -2.250 -0.065
C -0.117 1.737 3.095 -0.073
C 0.049 2.227 4.492 -0.203
C 2.190 -3.633 -1.427 -0.128
C 0.905 1.964 2.153 -0.210
C 4.832 -2.014 -0.043 -0.080
C 0.650 -2.439 3.219 -0.650
C -3.519 0.166 0.079 -0.070
C -5.374 -1.336 -0.635 -0.023
C -1.669 -4.860 -3.230 -0.069
C -5.947 0.749 0.412 -0.037
C -2.931 0.457 1.346 -0.197
C 2.687 2.886 1.129 0.014
C 3.619 3.828 -1.818 -0.030
C -3.568 0.738 2.578 0.016
C 5.531 0.338 1.281 -0.070
C 2.039 1.993 0.197 -0.223
C 0.791 -1.088 -2.609 -0.208
C 0.032 1.315 5.544 -0.027
C 0.159 3.585 4.778 -0.039
C -1.877 0.623 -2.760 0.001
C -2.823 0.275 -1.075 -0.151
C -2.611 1.212 3.443 0.044
C -3.161 0.351 -2.500 0.055
C -7.293 0.449 0.269 -0.068
C 2.824 -2.808 4.915 -0.061
C 0.439 -2.727 4.562 -0.114
C 0.284 4.021 6.090 -0.067
C -0.930 -3.700 -3.126 -0.022
C -0.384 -1.623 -1.967 -0.032
C -7.683 -0.745 -0.324 -0.077
C 4.915 1.808 -1.686 -0.042
C 6.490 -0.375 0.573 -0.079
C 2.490 1.732 -1.062 -0.043
C 6.038 2.503 -2.110 -0.061
C 1.571 -4.719 0.634 -0.085
C 1.440 -5.921 -0.049 -0.059
C -2.904 -4.259 -1.248 -0.072
C 2.066 -4.837 -2.102 -0.073
H 7.513 -0.021 0.540 0.112
H -4.080 0.338 -3.058 0.116
H 2.260 -4.881 -3.166 0.112
H 3.667 -2.947 5.578 0.111
H -2.758 1.569 4.451 0.124
H -0.573 -2.803 4.942 0.108
H 0.387 3.445 8.154 0.107
H -3.235 -6.058 -2.376 0.107
H 2.479 -2.743 -1.973 0.081
H 6.828 4.399 -2.732 0.107
H 2.670 4.340 -1.707 0.125
H -8.734 -0.976 -0.436 0.107
H 0.365 5.080 6.297 0.108
H 2.300 3.364 3.215 0.117
H 4.579 -2.938 -0.543 0.098
H -5.650 1.695 0.850 0.119
H 4.049 -2.450 3.191 0.111
H 4.665 5.576 -2.474 0.108
H -1.480 -5.547 -4.044 0.109
H 3.557 3.480 0.897 0.128
H -7.019 -2.564 -1.249 0.108
H 0.155 1.030 7.663 0.107
H -3.670 -4.481 -0.516 0.111
H -2.366 -2.406 -0.322 0.071
H 6.890 -2.107 -0.629 0.111
H 2.107 -1.663 -4.310 0.110
H 1.360 -3.139 6.449 0.112
H 3.496 0.495 -3.535 0.114
H 3.481 0.436 1.885 0.093
H 1.581 -6.920 -1.941 0.110
H 4.986 0.753 -1.447 0.102
H -0.161 -3.478 -3.857 0.117
H 5.800 1.248 1.802 0.116
H -4.621 -2.030 -0.988 0.093
H 1.146 -6.812 0.490 0.110
H 6.981 1.982 -2.214 0.108
H -0.062 0.256 5.325 0.111
H -4.624 0.649 2.767 0.115
H 1.383 -4.685 1.699 0.099
H -8.039 1.153 0.612 0.108
H -1.260 0.866 -3.613 0.131
H 0.123 4.310 3.974 0.123
```

Output
Spin multiplicity: 5
Kohn-Sham gap (spin up / spin down): 5.38 / 5.38 eV
E_tot: -5331.14443 hartree
HOMO level (spin up / spin down): -8.5651 / -10.0469 eV
Total charge: +1
LUMO (spin up / spin down): -3.2 / -4.7 eV